Computed, not measured: a 2-piece molecular cluster, C4H9NO2 overall, with the ωB97M-V functional and the def2-TZVPD basis.

Positions of all 16 atoms, in Å:
C: 0.906 -0.353 1.559
C: 0.586 0.365 0.296
C: 1.381 0.271 -0.919
O: 0.819 0.623 -2.038
N: -1.145 -0.466 -0.794
C: -2.270 0.124 -0.278
O: -2.386 1.318 -0.089
H: 0.010 -0.888 1.894
H: 1.168 0.349 2.357
H: 1.708 -1.082 1.415
H: -0.078 1.229 0.349
H: 2.013 1.099 -0.372
H: 2.087 -0.588 -0.896
H: -0.530 0.062 -1.533
H: -1.207 -1.465 -0.952
H: -3.063 -0.596 0.002

HOMO-LUMO gap: 8.766 eV
spin multiplicity: 1
net charge: 0
energy above the lowest of the compared OMol25 structures with the same formula, charge and spin: 398.81 kJ/mol
total energy: -362.9336 hartree
HOMO: -8.919 eV